This record from the OMol25 dataset describes a single C4H6O2 molecule. The level of theory is ωB97M-V/def2-TZVPD.

The geometry in ORCA input format:
```
! wB97M-V def2-TZVPD RIJCOSX def2/J DEFGRID3
* xyz 0 1
C 0.79 -0.74 -0.28
H -1.41 1.08 1.25
C 1.23 0.72 -0.28
H -1.34 -1.25 -0.46
C -0.66 -0.71 0.21
O 0.20 1.52 0.06
H -0.75 -1.17 1.20
C -1.01 0.79 0.27
O 2.32 1.15 -0.53
H -1.73 1.08 -0.50
H 1.46 -1.32 0.36
H 0.90 -1.14 -1.30
*
```

Results
**Electronic energy**: -306.504957 hartree
**Structure (SMILES)**: O=C1CCCO1
**LUMO level**: 0.837 eV
**Kohn-Sham gap**: 11.14 eV
**Energy relative to the best compared isomer or geometry (same formula, charge and spin)**: 3.5 kJ/mol
**HOMO**: -10.300 eV